C18H12F3I3IrNO3S as an isolated structure, computed with ωB97M-V/def2-TZVPD.

CARTESIAN COORDINATES (ANGSTROEM)
Ir  -0.414  0.439  -0.367
O  -0.930  0.781  1.538
N  -0.513  1.954  2.080
C  -0.428  1.958  3.428
C  -0.138  3.113  4.094
C  0.061  4.282  3.350
C  -0.020  4.245  1.981
C  -0.303  3.045  1.311
S  -0.405  2.906  -0.397
H  -0.617  1.001  3.889
H  -0.072  3.104  5.171
H  0.286  5.213  3.851
H  0.141  5.128  1.380
I  -4.037  3.063  1.049
C  -4.320  1.720  -0.549
I  -3.151  -0.064  -0.565
H  -4.181  2.213  -1.503
H  -5.325  1.325  -0.446
I  2.105  0.763  0.095
C  2.430  -1.279  -0.187
C  3.694  -1.751  -0.373
C  3.875  -3.142  -0.502
C  2.799  -3.975  -0.402
C  1.492  -3.474  -0.190
C  0.395  -4.355  -0.032
C  -0.846  -3.861  0.239
C  -1.057  -2.470  0.297
C  -0.058  -1.553  0.052
C  1.271  -2.075  -0.115
H  4.545  -1.085  -0.422
H  4.868  -3.536  -0.664
H  2.931  -5.047  -0.479
H  0.568  -5.422  -0.098
H  -1.681  -4.529  0.399
H  -2.053  -2.147  0.570
F  -0.170  -0.798  -4.944
C  -0.001  0.467  -4.549
F  -0.782  1.251  -5.279
F  1.272  0.811  -4.756
C  -0.342  0.587  -3.053
O  0.430  -0.022  -2.245
O  -1.321  1.214  -2.656

Net charge ... +1
LUMO (alpha / beta) ... -0.1677 / -0.2155 Eh
ΔE to the lowest compared entry with this formula, charge and spin ... 132.6 kJ/mol
Multiplicity ... 2
HOMO level (alpha / beta) ... -11.34 / -11.39 eV
HOMO-LUMO gap (alpha / beta) ... 6.780 / 5.523 eV